Computed, not measured: C24H24F10N9O2SSr as an isolated structure, with the ωB97M-V functional and the def2-TZVPD basis.

The geometry in ORCA input format:
```
! RIJCOSX wB97M-V def2-TZVPD def2/J DEFGRID3
* xyz -1 1
Sr 0.448 -0.087 0.552
C 0.365 -1.116 3.888
N 0.231 0.129 3.146
C -1.089 0.730 3.375
C -2.197 0.153 2.485
N -1.944 0.537 1.108
C -2.969 0.673 0.271
C -2.730 1.363 -0.950
F -1.481 1.853 -1.164
C -3.684 1.600 -1.909
F -3.364 2.297 -3.015
C -4.984 1.145 -1.739
F -5.929 1.374 -2.672
C -5.271 0.442 -0.581
F -6.505 -0.050 -0.405
C -4.307 0.204 0.379
F -4.680 -0.568 1.427
C 1.368 1.019 3.461
C 1.487 2.301 2.626
N 1.516 2.002 1.209
C 1.860 2.921 0.312
C 2.205 4.286 0.504
F 2.183 4.823 1.749
C 2.544 5.147 -0.521
F 2.840 6.422 -0.234
C 2.580 4.724 -1.837
F 2.920 5.563 -2.836
C 2.257 3.399 -2.093
F 2.300 2.942 -3.355
C 1.915 2.553 -1.067
F 1.597 1.260 -1.410
H 0.279 -0.941 4.973
H 1.333 -1.564 3.673
H -0.416 -1.814 3.587
H -1.022 1.796 3.157
H -1.367 0.612 4.436
H -3.146 0.551 2.866
H -2.262 -0.936 2.623
H 2.268 0.422 3.297
H 1.329 1.300 4.527
H 2.407 2.790 2.969
H 0.675 2.993 2.892
C -0.269 1.421 -4.108
C 0.349 0.083 -4.238
N 1.126 -0.321 -5.199
N 1.413 -1.612 -4.883
C 0.826 -2.035 -3.748
S 0.864 -3.557 -3.045
N 0.142 -0.934 -3.342
N -0.542 -0.828 -2.123
H -0.021 2.002 -4.991
H 0.092 1.934 -3.220
H -1.356 1.346 -4.031
H 2.008 -2.174 -5.462
H -0.921 -1.759 -1.920
H -1.331 -0.204 -2.285
C 0.375 -5.057 0.313
C 0.583 -3.599 0.621
N -0.286 -2.700 0.300
O -1.387 -3.163 -0.455
C 1.832 -3.196 1.271
C 2.754 -4.169 1.936
N 2.100 -1.919 1.191
O 3.147 -1.417 1.735
H -0.631 -5.381 0.587
H 1.098 -5.674 0.836
H 0.510 -5.240 -0.757
H -1.060 -3.870 -1.034
H 3.290 -4.803 1.222
H 2.236 -4.833 2.634
H 3.497 -3.593 2.487
*
```

The value obtained for the largest force on an atom is 0.89 eV/A. The LUMO energy comes out at 2.30 eV. The energy above the lowest of the compared OMol25 structures with the same formula, charge and spin comes out at 16.2 kcal per mole.

Computed, not measured: the molecule C24H24FN5O3, with the ωB97M-V functional and the def2-TZVPD basis.

The geometry in ORCA input format:
```
! RIJCOSX wB97M-V def2-TZVPD def2/J DEFGRID3
* xyz 0 1
O -3.696 -1.325 1.241
C -3.534 -1.073 0.067
N -2.975 -1.894 -0.833
H -2.860 -1.562 -1.782
C -2.402 -3.180 -0.504
H -2.987 -3.962 -0.999
C -0.940 -3.300 -0.945
N 0.008 -2.844 0.054
C -0.141 -1.433 0.377
C 0.890 -1.029 1.434
N 2.247 -1.313 1.027
C 3.027 -0.399 0.337
C 2.576 0.807 -0.214
C 3.406 1.710 -0.848
C 4.756 1.439 -0.962
C 5.248 0.263 -0.420
C 4.407 -0.626 0.216
H 4.825 -1.520 0.653
H 6.302 0.037 -0.486
H 5.409 2.134 -1.464
H 2.969 2.605 -1.265
F 1.254 1.141 -0.168
C 2.365 -2.723 0.723
C 1.370 -3.119 -0.373
H 1.460 -4.189 -0.576
H 1.622 -2.567 -1.298
H 3.374 -2.966 0.392
H 2.141 -3.288 1.632
H 0.776 0.022 1.694
H 0.701 -1.623 2.335
H -1.130 -1.267 0.799
H -0.027 -0.806 -0.525
H -0.813 -2.760 -1.904
H -0.723 -4.356 -1.128
H -2.482 -3.309 0.577
C -3.948 0.274 -0.555
N -2.832 0.907 -1.199
C -1.906 1.759 -0.712
C -1.105 2.127 -1.801
C -1.613 1.396 -2.889
N -2.643 0.674 -2.509
H -1.271 1.386 -3.904
C -0.054 3.111 -1.686
O 0.690 3.485 -2.556
O 0.052 3.683 -0.444
C -0.626 3.247 0.646
C -0.270 3.824 1.863
C -0.876 3.407 3.029
C -1.830 2.397 2.999
C -2.203 1.824 1.802
C -1.629 2.257 0.603
H -2.915 1.016 1.806
H -2.278 2.050 3.917
H -0.592 3.854 3.969
H 0.495 4.584 1.864
H -4.706 0.090 -1.323
H -4.364 0.924 0.216
*
```

The value obtained for the largest force on an atom is 1.00 eV/A. The LUMO energy comes out at 0.29 eV.

Computed, not measured: C24H24IN2PPd as an isolated structure, with the ωB97M-V functional and the def2-TZVPD basis.

The geometry in ORCA input format:
```
! RIJCOSX wB97M-V def2-TZVPD def2/J DEFGRID3
* xyz 2 1
Pd -1.973 0.196 -0.302
I -1.516 2.629 -0.947
C -0.222 3.242 0.586
C -0.513 4.499 1.043
C 0.346 5.134 1.956
C 1.479 4.489 2.349
C 1.784 3.185 1.888
C 2.994 2.587 2.314
C 3.340 1.334 1.909
C 2.445 0.612 1.106
C 1.256 1.143 0.647
P 0.276 -0.046 -0.314
C 0.846 -0.115 -2.025
C 2.212 -0.279 -2.273
C 2.681 -0.347 -3.572
C 1.794 -0.255 -4.639
C 0.437 -0.104 -4.403
C -0.036 -0.033 -3.100
C 0.617 -1.661 0.417
C 0.499 -1.821 1.803
C 0.626 -3.081 2.365
C 0.866 -4.186 1.551
C 0.976 -4.030 0.178
C 0.848 -2.769 -0.394
C 0.909 2.489 1.003
H -1.393 5.023 0.696
H 0.109 6.126 2.314
H 2.176 4.966 3.025
H 3.641 3.154 2.972
H 4.268 0.880 2.223
H 2.702 -0.413 0.875
H 2.919 -0.354 -1.455
H 3.740 -0.469 -3.755
H 2.164 -0.304 -5.654
H -0.256 -0.042 -5.231
H -1.101 0.071 -2.934
H 0.330 -0.962 2.442
H 0.551 -3.204 3.437
H 0.977 -5.166 1.994
H 1.175 -4.886 -0.451
H 0.951 -2.652 -1.467
N -2.353 -1.794 0.237
C -3.802 -2.103 0.106
C -4.614 -0.882 0.488
N -4.139 0.272 -0.321
H -1.791 -2.427 -0.327
H -2.028 -1.935 1.194
H -4.071 -2.951 0.735
H -3.987 -2.383 -0.931
H -4.458 -0.639 1.540
H -5.679 -1.064 0.340
H -4.524 1.141 0.039
H -4.481 0.186 -1.276
*
```

The value obtained for the largest force on an atom is 0.23 eV/A. The LUMO energy comes out at -6.76 eV. The energy above the lowest of the compared OMol25 structures with the same formula, charge and spin comes out at 0.0 kcal per mole.

Computed, not measured: C24H24MnN4O4S3 as an isolated structure, with the ωB97M-V functional and the def2-TZVPD basis.

The geometry in ORCA input format:
```
! RIJCOSX wB97M-V def2-TZVPD def2/J DEFGRID3
* xyz 0 2
Mn -0.009 0.311 0.540
O -3.295 0.781 -1.300
C -2.480 0.507 -0.447
N -1.617 1.325 0.228
C -1.560 2.688 0.239
O -2.426 3.506 0.028
C -0.140 3.153 0.660
C 0.117 4.494 0.843
C 1.409 4.873 1.198
C 2.381 3.902 1.352
C 2.041 2.569 1.149
N 0.808 2.210 0.817
C -2.230 -0.992 -0.084
C -2.986 -1.966 -0.707
C -2.810 -3.282 -0.302
C -1.884 -3.572 0.692
C -1.143 -2.534 1.233
N -1.324 -1.271 0.862
H -0.687 5.203 0.701
H 1.647 5.917 1.351
H 3.396 4.158 1.623
H 2.759 1.765 1.256
H -3.688 -1.677 -1.476
H -3.392 -4.074 -0.753
H -1.720 -4.584 1.031
H -0.378 -2.707 1.980
O 2.869 -1.422 2.858
C 1.932 -0.817 2.363
O 1.636 -0.693 1.125
C 0.972 -0.077 3.302
C 1.245 0.043 4.656
C 0.379 0.785 5.441
C -0.731 1.372 4.851
C -0.937 1.190 3.493
N -0.102 0.481 2.740
H 2.129 -0.442 5.046
H 0.565 0.908 6.500
H -1.431 1.963 5.426
H -1.797 1.615 2.988
C -0.135 -3.160 -3.871
C 1.186 -3.257 -3.112
S 1.193 -2.390 -1.520
C 2.434 -1.104 -1.783
C 1.996 0.066 -2.652
S 0.601 1.022 -1.979
C -0.667 0.792 -3.250
C -1.272 -0.601 -3.396
S -0.457 -1.585 -4.693
H -0.976 -3.397 -3.216
H -0.142 -3.896 -4.678
H 1.998 -2.873 -3.730
H 1.401 -4.307 -2.905
H 3.308 -1.572 -2.242
H 2.710 -0.793 -0.777
H 1.690 -0.302 -3.631
H 2.821 0.766 -2.792
H -0.236 1.134 -4.192
H -1.447 1.500 -2.965
H -2.326 -0.501 -3.653
H -1.195 -1.152 -2.464
*
```

The value obtained for the largest force on an atom is 2.72 eV/A. The LUMO energy (alpha / beta) comes out at -0.18 / -0.24 eV. As for the expectation value of S²: 1.071. The energy above the lowest of the compared OMol25 structures with the same formula, charge and spin comes out at 18.1 kcal per mole.